Entry from OMol25: C4H4O2 as an isolated structure (ωB97M-V/def2-TZVPD).

ORCA input file:
```
! wB97M-V def2-TZVPD RIJCOSX def2/J DEFGRID3
* xyz 0 1
O 0.663 -1.665 1.009
C 0.171 -0.862 0.148
C 1.054 0.203 -0.266
C -0.245 0.995 -0.203
O -1.140 0.537 -1.199
C -1.133 -0.219 0.001
H 1.614 0.204 -1.196
H 1.526 -0.805 0.853
H -0.463 1.943 0.278
H -2.046 -0.330 0.574
*
```

=====

Entry from OMol25: one molecule with the formula C4H8N2O (ωB97M-V/def2-TZVPD).

ORCA input file:
```
! wB97M-V def2-TZVPD RIJCOSX def2/J DEFGRID3
* xyz 0 1
C 0.383 1.827 -0.668
C 0.811 0.501 -0.067
N 0.516 0.365 1.387
C -0.314 -0.846 1.171
C -0.098 -0.678 -0.308
N -0.510 -1.216 -1.373
O -1.334 -2.324 -1.029
H 1.021 2.636 -0.295
H -0.651 2.036 -0.378
H 0.444 1.792 -1.761
H 1.853 0.281 -0.329
H 1.339 0.178 1.948
H -1.351 -0.721 1.507
H 0.078 -1.787 1.574
H -2.188 -2.045 -1.379
*
```

Calculated values
Structure (SMILES): C[C@H]1NC/C1=N\O

=====

Entry from OMol25: one molecule with the formula C6H10N2O5S at a distorted geometry (ωB97M-V/def2-TZVPD).

ORCA input file:
```
! wB97M-V def2-TZVPD RIJCOSX def2/J DEFGRID3
* xyz 0 1
C 1.786 -0.500 0.878
C 0.666 -0.248 -1.425
C 1.281 0.245 -0.245
C -0.440 -0.442 1.199
C 0.517 0.795 -2.518
C -1.480 -1.212 0.520
N 0.734 -1.149 1.530
N -0.693 0.698 1.843
O -0.033 -2.416 3.583
O 2.935 -0.513 1.310
O 0.233 -1.391 -1.598
O 2.359 -2.082 3.177
O 0.931 -0.190 3.827
S 0.955 -1.478 3.198
H 1.777 1.200 -0.375
H -0.068 1.636 -2.153
H 0.020 0.349 -3.375
H 1.494 1.160 -2.820
H -2.414 -0.672 0.415
H -1.608 -2.148 1.058
H -1.087 -1.522 -0.473
H -1.591 1.143 1.751
H -0.058 0.976 2.587
H 2.902 -1.512 2.527
*
```

=====

Entry from OMol25: C46H102BO44P6S3 as an isolated structure at a distorted geometry (ωB97M-V/def2-TZVPD).

ORCA input file:
```
! wB97M-V def2-TZVPD RIJCOSX def2/J DEFGRID3
* xyz -1 1
O -1.653 -2.232 -0.300
C -1.110 -1.108 -0.119
O 0.180 -0.761 -0.244
B 0.336 0.623 0.197
O -0.940 0.990 0.759
C -1.866 0.112 0.477
O -3.077 0.195 0.751
O 0.878 1.457 -0.888
C 2.040 2.053 -0.403
O 2.792 2.839 -0.947
C 2.199 1.564 1.075
O 1.239 0.698 1.365
O 3.130 1.898 1.892
C -1.336 6.432 -2.674
C -0.322 7.512 -2.165
O -0.309 7.506 -0.785
S -1.827 7.164 -0.329
O -2.694 8.299 -0.699
O -1.937 6.590 1.008
O -2.158 6.040 -1.570
H -0.834 5.491 -2.901
H -1.916 6.659 -3.569
H -0.584 8.507 -2.527
H 0.706 7.430 -2.518
C 3.052 -6.353 -8.191
C 3.638 -4.926 -8.333
O 3.591 -4.403 -6.983
S 3.180 -5.580 -5.824
O 2.214 -5.040 -4.938
O 4.344 -6.366 -5.409
O 2.367 -6.367 -6.975
H 3.951 -6.969 -8.182
H 2.375 -6.616 -9.004
H 3.022 -4.344 -9.018
H 4.666 -4.881 -8.693
C -8.506 -3.049 4.310
C -7.213 -3.909 4.348
O -7.357 -4.669 5.521
S -8.997 -4.845 5.962
O -9.194 -4.065 7.170
O -9.478 -6.246 5.800
O -9.485 -3.880 4.779
H -8.506 -2.989 3.222
H -8.446 -2.083 4.810
H -6.288 -3.348 4.480
H -6.946 -4.564 3.519
C 8.640 7.545 2.226
C 9.173 6.729 3.386
O 10.327 5.983 3.048
P 10.544 4.450 3.673
O 9.422 3.861 4.504
O 10.950 3.647 2.333
C 10.790 4.235 1.120
C 11.735 3.569 0.138
O 11.967 4.526 4.430
C 13.152 5.302 4.111
C 12.773 6.799 4.171
H 9.379 7.782 1.460
H 7.929 6.990 1.614
H 8.136 8.442 2.587
H 9.234 7.367 4.268
H 8.440 6.029 3.786
H 9.744 4.098 0.847
H 10.897 5.318 1.060
H 12.783 3.457 0.417
H 11.294 2.593 -0.061
H 11.791 4.075 -0.826
H 14.081 4.992 4.591
H 13.392 4.963 3.104
H 12.430 7.244 3.237
H 11.961 6.923 4.887
H 13.625 7.441 4.399
C -9.764 -1.819 -2.478
C -11.210 -1.441 -1.945
O -11.573 -2.194 -0.843
P -13.226 -2.304 -0.555
O -13.968 -2.685 -1.845
O -13.660 -0.927 0.145
C -12.946 -0.448 1.235
C -13.284 1.079 1.323
O -13.222 -3.390 0.630
C -14.265 -4.334 0.836
C -13.696 -5.590 0.152
H -9.152 -0.979 -2.806
H -9.128 -2.277 -1.720
H -9.817 -2.666 -3.163
H -11.009 -0.467 -1.499
H -11.959 -1.339 -2.730
H -13.213 -1.069 2.090
H -11.895 -0.643 1.025
H -13.340 1.543 0.338
H -14.192 1.166 1.920
H -12.503 1.632 1.846
H -14.464 -4.561 1.883
H -15.153 -3.887 0.390
H -13.114 -5.293 -0.720
H -13.186 -6.283 0.822
H -14.451 -6.222 -0.316
C 2.695 4.998 -8.034
C 2.779 6.540 -8.312
O 1.547 6.903 -8.945
P 1.301 8.372 -9.629
O 2.494 9.119 -10.146
O 0.161 8.105 -10.762
C -0.892 7.208 -10.602
C -0.396 5.847 -11.234
O 0.465 9.175 -8.520
C 0.395 10.522 -8.494
C 0.055 11.231 -9.793
H 2.540 4.472 -8.976
H 3.608 4.589 -7.601
H 1.922 4.814 -7.288
H 2.815 7.062 -7.355
H 3.592 6.781 -8.997
H -0.875 7.114 -9.516
H -1.899 7.540 -10.854
H -0.570 5.908 -12.308
H 0.688 5.825 -11.121
H -0.768 4.937 -10.762
H -0.375 10.712 -7.746
H 1.283 11.052 -8.151
H -0.734 10.817 -10.422
H -0.263 12.251 -9.578
H 0.967 11.264 -10.390
C -5.975 -9.114 -2.507
C -5.906 -10.507 -1.865
O -4.968 -11.320 -2.521
P -4.395 -12.430 -1.451
O -3.415 -13.369 -2.113
O -3.666 -11.422 -0.412
C -2.306 -11.474 -0.219
C -1.510 -10.689 -1.408
O -5.704 -12.978 -0.680
C -5.508 -13.915 0.360
C -6.365 -15.080 0.117
H -5.219 -8.335 -2.411
H -6.381 -9.230 -3.512
H -6.908 -8.730 -2.094
H -5.694 -10.360 -0.806
H -6.874 -10.963 -2.074
H -2.067 -11.194 0.807
H -2.048 -12.527 -0.106
H -1.905 -10.999 -2.375
H -1.635 -9.613 -1.279
H -0.446 -10.923 -1.434
H -4.451 -14.182 0.369
H -5.686 -13.348 1.274
H -6.215 -15.639 -0.806
H -6.165 -15.885 0.824
H -7.421 -14.832 0.230
C 7.139 -2.554 -1.128
C 7.463 -3.291 0.156
O 6.939 -2.721 1.319
P 7.141 -3.317 2.814
O 6.915 -2.283 3.925
O 6.183 -4.562 2.755
C 4.881 -4.344 2.361
C 3.878 -5.316 2.915
O 8.620 -3.972 2.910
C 8.850 -5.335 2.401
C 10.049 -5.645 1.536
H 6.059 -2.572 -1.278
H 7.624 -1.583 -1.222
H 7.454 -3.065 -2.038
H 7.057 -4.301 0.094
H 8.533 -3.435 0.303
H 4.609 -3.320 2.618
H 4.807 -4.336 1.273
H 2.968 -5.188 2.328
H 4.343 -6.287 2.747
H 3.691 -5.184 3.981
H 8.656 -6.015 3.230
H 7.994 -5.711 1.842
H 10.577 -4.867 0.985
H 10.905 -5.958 2.134
H 9.947 -6.533 0.912
C -0.923 2.882 6.942
C -0.167 3.559 8.077
O 0.583 4.634 7.436
P 2.102 4.953 7.915
O 3.260 3.920 7.739
O 1.950 5.172 9.498
C 0.836 6.004 10.063
C 1.253 7.133 11.005
O 2.418 6.556 7.491
C 1.783 7.107 6.194
C 0.609 7.970 6.817
H -1.349 3.583 6.224
H -0.378 2.185 6.305
H -1.743 2.425 7.495
H -0.678 4.153 8.835
H 0.487 2.869 8.611
H 0.285 6.569 9.311
H 0.064 5.414 10.555
H 1.570 6.826 12.001
H 1.817 7.817 10.370
H 0.326 7.679 11.181
H 2.396 7.733 5.546
H 1.385 6.356 5.512
H 0.240 8.629 6.031
H -0.178 7.352 7.250
H 0.950 8.682 7.569
*
```

=====

| no. | E (Eh) | highest occupied orbital energy (eV) | orbital gap (eV) |
| --- | --- | --- | --- |
| 1 | -305.08242 | -9.02 | 9.6 |
| 2 | -341.86601 | -9.40 | 10.4 |
| 3 | -1118.47310 | -8.51 | 7.9 |
| 4 | -8392.52435 | -7.21 | 8.6 |